Below is a 6-piece molecular cluster, C27H65N3O10P overall, with properties calculated with ωB97M-V/def2-TZVPD.

Each atom is followed by the atoms it is bonded to, with distances in Å.
Geometry (Å):
1 N 0.560 -6.066 -0.633  C2 1.363, H17 1.021, H18 1.019
2 C 0.172 -4.811 -0.996  N1 1.363, N3 1.405, N9 1.305
3 N -1.091 -4.687 -1.599  C2 1.405, C4 1.493, H19 1.021
4 C -1.098 -5.035 -3.050  N3 1.493, C5 1.566, H20 1.103, H21 1.094
5 C -2.514 -4.645 -3.593  C4 1.566, C6 1.524, H22 1.095, H23 1.095
6 C -2.952 -3.345 -2.931  C5 1.524, O7 1.163, O8 1.376
7 O -3.684 -3.336 -2.027  C6 1.163
8 O -2.477 -2.145 -3.409  C6 1.376, H24 0.967
9 N 0.876 -3.735 -0.775  C2 1.305, C10 1.482, P15 1.764
10 C 0.438 -2.374 -1.166  N9 1.482, C11 1.574, H25 1.093, H26 1.098
11 C 0.873 -2.134 -2.660  C10 1.574, O12 1.421, H27 1.102, H28 1.099
12 O 1.528 -0.886 -2.835  C11 1.421, C13 1.376
13 C 0.626 0.154 -2.860  O12 1.376, O14 1.153, H29 1.110
14 O 0.936 1.185 -2.449  C13 1.153
15 P 2.447 -3.809 0.025  N9 1.764, O16 1.456, H30 1.422, H31 1.417
16 O 2.830 -2.564 0.676  P15 1.456
17 H 0.175 -6.695 -1.340  N1 1.021
18 H 1.568 -6.217 -0.676  N1 1.019
19 H -1.734 -5.346 -1.157  N3 1.021
20 H -0.972 -6.113 -3.247  C4 1.103
21 H -0.360 -4.491 -3.648  C4 1.094
22 H -3.243 -5.394 -3.266  C5 1.095
23 H -2.532 -4.543 -4.684  C5 1.095
24 H -2.019 -1.702 -2.681  O8 0.967
25 H -0.632 -2.225 -0.999  C10 1.093
26 H 0.969 -1.606 -0.588  C10 1.098
27 H 0.006 -2.192 -3.337  C11 1.102
28 H 1.552 -2.936 -2.983  C11 1.099
29 H -0.387 0.025 -3.293  C13 1.110
30 H 2.298 -4.825 1.009  P15 1.422
31 H 3.380 -4.301 -0.922  P15 1.417
32 C -5.583 -0.504 -3.656  C33 1.521, H37 1.091, H38 1.091, H39 1.092
33 C -4.776 0.138 -4.773  C32 1.521, O34 1.412, H40 1.092, H41 1.097
34 O -5.566 0.839 -5.710  C33 1.412, C35 1.419
35 C -6.321 1.928 -5.204  O34 1.419, C36 1.519, H42 1.095, H43 1.090
36 C -5.472 3.028 -4.590  C35 1.519, H44 1.092, H45 1.091, H46 1.091
37 H -6.371 -1.139 -4.066  C32 1.091
38 H -4.937 -1.112 -3.020  C32 1.091
39 H -6.063 0.245 -3.024  C32 1.092
40 H -4.266 -0.647 -5.335  C33 1.092
41 H -3.993 0.790 -4.366  C33 1.097
42 H -7.075 1.572 -4.493  C35 1.095
43 H -6.868 2.336 -6.055  C35 1.090
44 H -4.953 2.686 -3.693  C36 1.092
45 H -6.097 3.877 -4.308  C36 1.091
46 H -4.714 3.369 -5.298  C36 1.091
47 C -3.026 -1.722 3.561  C48 1.518, H52 1.092, H53 1.090, H54 1.091
48 C -1.892 -1.438 2.593  C47 1.518, O49 1.423, H55 1.091, H56 1.094
49 O -1.914 -2.260 1.431  C48 1.423, C50 1.421
50 C -3.064 -2.151 0.603  O49 1.421, C51 1.519, H57 1.095, H58 1.085
51 C -3.275 -0.758 0.034  C50 1.519, H59 1.090, H60 1.091, H61 1.096
52 H -3.049 -2.780 3.826  C47 1.092
53 H -2.903 -1.133 4.470  C47 1.090
54 H -3.997 -1.471 3.131  C47 1.091
55 H -0.944 -1.643 3.092  C48 1.091
56 H -1.872 -0.382 2.308  C48 1.094
57 H -3.955 -2.496 1.137  C50 1.095
58 H -2.907 -2.843 -0.218  C50 1.085
59 H -3.499 -0.030 0.815  C51 1.090
60 H -4.108 -0.758 -0.669  C51 1.091
61 H -2.374 -0.410 -0.484  C51 1.096
62 C 1.717 2.695 4.552  C63 1.518, H67 1.091, H68 1.090, H69 1.092
63 C 1.230 1.626 3.590  C62 1.518, O64 1.420, H70 1.092, H71 1.096
64 O 0.210 2.073 2.710  C63 1.420, C65 1.417
65 C 0.552 3.141 1.843  O64 1.417, C66 1.519, H72 1.095, H73 1.091
66 C 1.694 2.817 0.895  C65 1.519, H74 1.092, H75 1.091, H76 1.092
67 H 0.879 3.125 5.104  C62 1.091
68 H 2.425 2.272 5.265  C62 1.090
69 H 2.218 3.511 4.028  C62 1.092
70 H 0.796 0.805 4.163  C63 1.092
71 H 2.066 1.202 3.022  C63 1.096
72 H 0.768 4.046 2.421  C65 1.095
73 H -0.344 3.353 1.258  C65 1.091
74 H 2.632 2.659 1.430  C66 1.092
75 H 1.847 3.636 0.191  C66 1.091
76 H 1.481 1.906 0.332  C66 1.092
77 C 2.801 2.613 -4.431  C78 1.519, H82 1.092, H83 1.089, H84 1.091
78 C 4.112 1.967 -4.018  C77 1.519, O79 1.417, H85 1.092, H86 1.095
79 O 4.856 1.441 -5.103  C78 1.417, C80 1.418
80 C 5.265 2.371 -6.092  O79 1.418, C81 1.519, H87 1.095, H88 1.091
81 C 6.173 3.467 -5.562  C80 1.519, H89 1.092, H90 1.091, H91 1.091
82 H 2.201 1.918 -5.023  C77 1.092
83 H 2.233 2.909 -3.551  C77 1.089
84 H 2.963 3.505 -5.038  C77 1.091
85 H 3.899 1.121 -3.362  C78 1.092
86 H 4.725 2.665 -3.438  C78 1.095
87 H 4.392 2.797 -6.599  C80 1.095
88 H 5.808 1.794 -6.842  C80 1.091
89 H 5.654 4.115 -4.853  C81 1.092
90 H 6.531 4.093 -6.381  C81 1.091
91 H 7.033 3.038 -5.045  C81 1.091
92 C 4.272 3.298 9.402  C93 1.519, H97 1.091, H98 1.091, H99 1.091
93 C 2.823 3.475 8.982  C92 1.519, O94 1.418, H100 1.091, H101 1.095
94 O 2.361 2.472 8.092  C93 1.418, C95 1.416
95 C 2.383 1.142 8.579  O94 1.416, C96 1.519, H102 1.096, H103 1.092
96 C 1.516 0.926 9.807  C95 1.519, H104 1.091, H105 1.091, H106 1.091
97 H 4.918 3.217 8.526  C92 1.091
98 H 4.598 4.147 10.003  C92 1.091
99 H 4.413 2.395 9.998  C92 1.091
100 H 2.722 4.420 8.446  C93 1.091
101 H 2.168 3.540 9.857  C93 1.095
102 H 3.414 0.822 8.766  C95 1.096
103 H 2.007 0.518 7.766  C95 1.092
104 H 1.889 1.481 10.669  C96 1.091
105 H 1.496 -0.131 10.076  C96 1.091
106 H 0.494 1.260 9.619  C96 1.091

Values from the calculation:
- gap between HOMO and LUMO (eV) = 6.80
- total energy (hartree) = -2325.4172
- net charge = +1

Atomic partial charges in e from the Löwdin method, atoms 1 to 6:
1 N 0.205
2 C -0.377
3 N 0.068
4 C -0.136
5 C -0.045
6 C -0.533

=====

Below is a 6-piece molecular cluster, C27H66O18S3 overall, with properties calculated with ωB97M-V/def2-TZVPD.

Each atom is followed by the atoms it is bonded to, with distances in Å.
Geometry (Å):
1 C -0.213 -2.846 1.499  C2 1.538, H8 1.084, H9 1.088, H10 1.090
2 C -0.487 -1.351 1.266  C1 1.538, O3 1.429, H11 1.089, H12 1.095
3 O -1.411 -1.188 0.188  C2 1.429, S4 1.626
4 S -1.550 0.295 -0.463  O3 1.626, C5 1.805, O6 1.426, O7 1.444
5 C -0.287 0.153 -1.744  S4 1.805, H13 1.088, H14 1.083, H15 1.091
6 O -2.831 0.308 -1.089  S4 1.426
7 O -1.268 1.336 0.498  S4 1.444
8 H -0.886 -3.269 2.235  C1 1.084
9 H 0.813 -3.072 1.784  C1 1.088
10 H -0.415 -3.367 0.563  C1 1.090
11 H -0.821 -0.855 2.177  C2 1.089
12 H 0.462 -0.944 0.900  C2 1.095
13 H -0.591 -0.725 -2.310  C5 1.088
14 H 0.719 0.135 -1.344  C5 1.083
15 H -0.533 0.992 -2.397  C5 1.091
16 C -1.682 -0.405 -9.579  C17 1.513, H23 1.092, H24 1.089, H25 1.089
17 C -2.158 0.278 -8.316  C16 1.513, O18 1.417, H26 1.095, H27 1.100
18 O -1.692 -0.481 -7.213  C17 1.417, S19 1.641
19 S -1.529 0.289 -5.773  O18 1.641, C20 1.839, O21 1.449, O22 1.441
20 C -3.253 0.032 -5.190  S19 1.839, H28 1.088, H29 1.092, H30 1.088
21 O -0.715 -0.537 -4.903  S19 1.449
22 O -1.157 1.665 -5.987  S19 1.441
23 H -2.093 0.082 -10.466  C16 1.092
24 H -2.003 -1.440 -9.688  C16 1.089
25 H -0.598 -0.300 -9.588  C16 1.089
26 H -1.796 1.310 -8.261  C17 1.095
27 H -3.246 0.436 -8.291  C17 1.100
28 H -3.963 0.156 -6.005  C20 1.088
29 H -3.534 0.738 -4.405  C20 1.092
30 H -3.395 -0.939 -4.720  C20 1.088
31 C -6.615 -5.134 3.849  C32 1.523, H38 1.095, H39 1.086, H40 1.096
32 C -6.078 -3.855 3.220  C31 1.523, O33 1.426, H41 1.091, H42 1.093
33 O -5.143 -4.183 2.195  C32 1.426, S34 1.618
34 S -3.696 -3.463 2.126  O33 1.618, C35 1.811, O36 1.442, O37 1.440
35 C -4.200 -1.789 1.656  S34 1.811, H43 1.088, H44 1.086, H45 1.084
36 O -3.111 -3.479 3.444  S34 1.442
37 O -2.959 -3.952 0.989  S34 1.440
38 H -7.200 -4.968 4.761  C31 1.095
39 H -5.865 -5.892 4.049  C31 1.086
40 H -7.443 -5.573 3.280  C31 1.096
41 H -6.838 -3.254 2.719  C32 1.091
42 H -5.720 -3.237 4.047  C32 1.093
43 H -5.059 -1.529 2.272  C35 1.088
44 H -4.488 -1.760 0.609  C35 1.086
45 H -3.329 -1.162 1.807  C35 1.084
46 C 4.001 8.575 0.727  O47 1.429, H55 1.094, H56 1.093, H57 1.087
47 O 3.156 7.450 0.477  C46 1.429, C48 1.416
48 C 3.609 6.657 -0.605  O47 1.416, C49 1.550, H58 1.095, H59 1.092
49 C 3.759 5.168 -0.200  C48 1.550, O50 1.400, H60 1.097, H61 1.092
50 O 3.549 4.361 -1.323  C49 1.400, C51 1.432
51 C 4.082 3.034 -1.244  O50 1.432, C52 1.497, H62 1.094, H63 1.092
52 C 3.165 2.033 -0.613  C51 1.497, O53 1.409, H64 1.097, H65 1.097
53 O 2.737 2.473 0.655  C52 1.409, C54 1.408
54 C 2.084 1.463 1.388  O53 1.408, H66 1.099, H67 1.095, H68 1.088
55 H 3.968 9.221 -0.156  C46 1.094
56 H 5.040 8.289 0.906  C46 1.093
57 H 3.558 9.038 1.605  C46 1.087
58 H 4.598 6.955 -0.970  C48 1.095
59 H 2.865 6.794 -1.392  C48 1.092
60 H 2.959 5.141 0.551  C49 1.097
61 H 4.707 5.004 0.317  C49 1.092
62 H 5.062 3.150 -0.771  C51 1.094
63 H 4.256 2.772 -2.290  C51 1.092
64 H 3.677 1.063 -0.593  C52 1.097
65 H 2.259 1.941 -1.226  C52 1.097
66 H 2.632 0.535 1.174  C54 1.099
67 H 1.049 1.306 1.068  C54 1.095
68 H 2.056 1.679 2.454  C54 1.088
69 C 1.429 -3.057 5.137  O70 1.415, H78 1.093, H79 1.093, H80 1.088
70 O 1.418 -4.372 5.659  C69 1.415, C71 1.424
71 C 2.719 -4.932 5.810  O70 1.424, C72 1.515, H81 1.100, H82 1.098
72 C 2.707 -6.441 5.673  C71 1.515, O73 1.410, H83 1.100, H84 1.094
73 O 2.024 -7.115 6.707  C72 1.410, C74 1.423
74 C 2.151 -8.517 6.497  O73 1.423, C75 1.546, H85 1.092, H86 1.100
75 C 1.743 -9.396 7.702  C74 1.546, O76 1.395, H87 1.095, H88 1.100
76 O 2.429 -9.130 8.886  C75 1.395, C77 1.418
77 C 2.499 -7.827 9.441  O76 1.418, H89 1.088, H90 1.089, H91 1.094
78 H 1.868 -3.030 4.136  C69 1.093
79 H 1.960 -2.342 5.771  C69 1.093
80 H 0.388 -2.751 5.057  C69 1.088
81 H 3.068 -4.530 6.772  C71 1.100
82 H 3.513 -4.504 5.183  C71 1.098
83 H 3.793 -6.619 5.646  C72 1.100
84 H 2.259 -6.785 4.737  C72 1.094
85 H 3.145 -8.800 6.142  C74 1.092
86 H 1.425 -8.753 5.706  C74 1.100
87 H 1.950 -10.408 7.338  C75 1.095
88 H 0.644 -9.442 7.722  C75 1.100
89 H 3.160 -7.135 8.923  C77 1.088
90 H 2.832 -8.048 10.454  C77 1.089
91 H 1.541 -7.299 9.456  C77 1.094
92 C 1.300 7.212 -5.521  O93 1.419, H101 1.095, H102 1.084, H103 1.094
93 O 1.298 5.793 -5.537  C92 1.419, C94 1.392
94 C 1.801 5.282 -4.343  O93 1.392, C95 1.536, H104 1.101, H105 1.093
95 C 0.959 5.486 -3.075  C94 1.536, O96 1.423, H106 1.092, H107 1.093
96 O -0.416 5.189 -3.288  C95 1.423, C97 1.401
97 C -0.771 3.951 -3.839  O96 1.401, C98 1.570, H108 1.100, H109 1.092
98 C -2.261 4.042 -4.327  C97 1.570, O99 1.401, H110 1.092, H111 1.090
99 O -3.054 4.558 -3.294  C98 1.401, C100 1.402
100 C -3.329 3.642 -2.269  O99 1.402, H112 1.093, H113 1.098, H114 1.091
101 H 0.632 7.613 -4.752  C92 1.095
102 H 0.954 7.597 -6.474  C92 1.084
103 H 2.293 7.556 -5.215  C92 1.094
104 H 2.815 5.674 -4.169  C94 1.101
105 H 1.975 4.205 -4.412  C94 1.093
106 H 0.879 6.510 -2.705  C95 1.092
107 H 1.391 4.923 -2.243  C95 1.093
108 H -0.744 3.196 -3.040  C97 1.100
109 H -0.146 3.500 -4.612  C97 1.092
110 H -2.597 3.083 -4.726  C98 1.092
111 H -2.348 4.726 -5.171  C98 1.090
112 H -2.452 3.595 -1.618  C100 1.093
113 H -3.616 2.631 -2.588  C100 1.098
114 H -4.202 3.913 -1.675  C100 1.091

Values from the calculation:
- gap between HOMO and LUMO (eV) = 9.41
- total energy (hartree) = -3616.9131
- ΔE to the lowest compared entry with this formula, charge and spin (kcal/mol) = 0.00
- net charge = 0
- structure (SMILES) = CCOS(C)(=O)=O.CCOS(C)(=O)=O.CCOS(C)(=O)=O.COCCOCCOC.COCCOCCOC.COCCOCCOC

Atomic partial charges in e from the Löwdin method, atoms 1 to 6:
1 C -0.053
2 C -0.253
3 O -0.285
4 S 0.589
5 C -0.086
6 O -0.279

=====

no.,largest force on an atom (eV Å⁻¹)
1,3.473
2,2.453